# 1
Molecular formula: C52H46GaN10O2S
Method: DFT, ωB97M-V with the def2-TZVPD basis set

```
112
C52H46GaN10O2S | the Open Molecules 2025 dataset | ωB97M-V with the def2-TZVPD basis set
Ga 0.904 -0.463 0.866
C 2.131 -4.485 -4.128
C 2.338 -3.687 -2.872
C 2.602 -4.309 -1.652
C 2.705 -3.574 -0.490
C 2.582 -2.186 -0.490
N 2.563 -1.437 0.712
C 3.708 -1.410 1.484
C 4.946 -1.844 0.977
C 6.106 -1.803 1.719
C 6.128 -1.293 3.015
C 7.404 -1.184 3.803
C 4.926 -0.837 3.522
C 3.743 -0.910 2.793
N 2.558 -0.459 3.455
C 2.316 -0.526 4.776
C 1.135 0.136 5.027
C 0.712 0.576 3.778
N 1.577 0.218 2.827
C 2.385 -1.564 -1.720
C 2.233 -2.307 -2.886
N 2.360 -0.141 -1.830
C 2.795 0.579 -2.884
C 2.626 1.907 -2.584
C 2.069 1.905 -1.302
N 1.921 0.667 -0.846
H 2.670 -5.430 -4.083
H 1.071 -4.709 -4.270
H 2.471 -3.938 -5.006
H 2.685 -5.388 -1.611
H 2.880 -4.077 0.453
H 4.988 -2.218 -0.037
H 7.026 -2.157 1.271
H 8.118 -1.946 3.496
H 7.876 -0.211 3.650
H 7.223 -1.299 4.871
H 4.907 -0.387 4.507
H 2.985 -1.045 5.439
H 0.648 0.268 5.975
H -0.197 1.094 3.526
H 1.995 -1.804 -3.814
H 3.209 0.106 -3.755
H 2.873 2.754 -3.197
H 1.785 2.750 -0.700
S -2.308 5.398 0.619
C -1.475 3.836 0.774
C -0.180 3.738 1.278
C 0.419 2.501 1.351
N -0.187 1.374 0.946
C -1.426 1.472 0.448
C -2.099 2.676 0.345
C -2.153 5.932 2.319
C -3.095 5.528 3.253
C -2.934 5.944 4.567
N -1.928 6.710 4.977
C -1.048 7.110 4.067
C -1.115 6.755 2.725
H 0.360 4.616 1.601
H 1.427 2.392 1.729
H -1.874 0.552 0.105
H -3.091 2.704 -0.084
H -3.931 4.908 2.962
H -3.649 5.647 5.324
H -0.249 7.748 4.422
H -0.386 7.129 2.020
N -0.374 -3.945 2.761
C 0.474 -3.018 2.290
N -0.103 -1.857 2.100
C -1.438 -2.035 2.457
C -2.507 -1.142 2.482
C -3.731 -1.620 2.900
C -3.902 -2.955 3.296
C -2.849 -3.845 3.294
C -1.620 -3.355 2.869
H -0.149 -4.913 2.916
H 1.508 -3.221 2.070
H -2.381 -0.110 2.195
H -4.582 -0.953 2.927
H -4.878 -3.290 3.616
H -2.976 -4.872 3.606
C -5.515 2.480 -4.205
C -4.037 2.455 -3.921
C -3.280 3.604 -4.118
C -1.920 3.609 -3.842
C -1.308 2.448 -3.408
C -2.053 1.284 -3.214
N -1.390 0.158 -2.703
C -1.466 -1.140 -3.171
C -1.924 -1.377 -4.473
C -2.043 -2.659 -4.966
C -1.697 -3.754 -4.179
C -1.213 -3.529 -2.907
C -1.081 -2.243 -2.379
C -0.508 -2.168 -0.997
O -0.253 -3.170 -0.359
O -0.302 -0.948 -0.525
C -3.433 1.287 -3.430
C -4.284 0.096 -3.084
H -5.792 3.402 -4.711
H -6.101 2.412 -3.286
H -5.813 1.643 -4.837
H -3.761 4.499 -4.490
H -1.336 4.508 -3.990
H -0.239 2.416 -3.231
H -0.672 0.310 -2.013
H -2.172 -0.525 -5.093
H -2.393 -2.809 -5.979
H -1.810 -4.761 -4.556
H -0.920 -4.352 -2.270
H -4.604 -0.453 -3.972
H -5.186 0.418 -2.563
H -3.753 -0.605 -2.441
```

Values from the calculation:
Gap between HOMO and LUMO   6.81 eV
HOMO energy   -9.45 eV
Net charge   +1

Results of the Löwdin charge analysis, in e, for atoms 1 through 99:
1 Ga 0.421
2 C -0.029
3 C -0.253
4 C -0.014
5 C -0.019
6 C -0.254
7 N 0.021
8 C -0.200
9 C -0.001
10 C -0.029
11 C -0.275
12 C -0.047
13 C 0.011
14 C -0.114
15 N -0.045
16 C -0.031
17 C -0.015
18 C -0.125
19 N 0.028
20 C -0.123
21 C 0.027
22 N -0.031
23 C -0.029
24 C -0.034
25 C -0.109
26 N 0.062
27 H 0.082
28 H 0.070
29 H 0.084
30 H 0.121
31 H 0.123
32 H 0.116
33 H 0.119
34 H 0.079
35 H 0.086
36 H 0.078
37 H 0.119
38 H 0.134
39 H 0.108
40 H 0.114
41 H 0.127
42 H 0.132
43 H 0.106
44 H 0.102
45 S 1.020
46 C -0.479
47 C -0.037
48 C -0.138
49 N 0.038
50 C -0.095
51 C -0.035
52 C -0.526
53 C -0.075
54 C -0.131
55 N 0.072
56 C -0.131
57 C -0.087
58 H 0.116
59 H 0.122
60 H 0.112
61 H 0.121
62 H 0.108
63 H 0.111
64 H 0.112
65 H 0.108
66 N 0.169
67 C -0.119
68 N 0.094
69 C -0.187
70 C -0.004
71 C -0.069
72 C -0.073
73 C 0.001
74 C -0.173
75 H 0.173
76 H 0.130
77 H 0.088
78 H 0.107
79 H 0.109
80 H 0.117
81 C -0.045
82 C -0.228
83 C -0.051
84 C -0.081
85 C -0.029
86 C -0.222
87 N 0.098
88 C -0.200
89 C -0.027
90 C -0.064
91 C -0.087
92 C -0.032
93 C -0.061
94 C -0.494
95 O 0.075
96 O -0.079
97 C -0.173
98 C -0.028
99 H 0.078

=====

# 2
Molecular formula: C52H47N2O3P2S2Si2V
Method: DFT, ωB97M-V with the def2-TZVPD basis set

```
111
C52H47N2O3P2S2Si2V | the Open Molecules 2025 dataset | ωB97M-V with the def2-TZVPD basis set
V -0.349 0.415 0.112
C -3.582 -0.853 1.820
Si -2.324 -1.085 0.474
C -1.630 -2.846 0.798
C -2.274 -3.861 1.518
C -1.763 -5.141 1.539
C -0.693 -5.457 0.752
C -0.013 -4.477 0.033
C -0.449 -3.172 0.138
P 0.433 -1.873 -0.804
C 2.189 -2.097 -0.378
C 3.202 -1.492 -1.128
C 4.536 -1.573 -0.759
C 4.852 -2.124 0.481
C 3.830 -2.662 1.273
C 2.533 -2.693 0.816
C 0.226 -2.556 -2.495
C -0.986 -3.161 -2.758
C -1.206 -3.828 -3.946
C -0.158 -3.963 -4.873
C 1.043 -3.299 -4.625
C 1.218 -2.626 -3.439
C -3.260 -1.277 -1.181
C -4.236 -2.249 -1.496
C -4.933 -2.186 -2.702
C -4.754 -1.121 -3.551
C -3.839 -0.122 -3.223
C -3.030 -0.262 -2.114
P -1.644 0.935 -1.934
C -0.585 0.679 -3.340
C -0.811 -0.149 -4.409
C 0.072 -0.204 -5.483
C 1.212 0.600 -5.465
C 1.443 1.448 -4.377
C 0.564 1.490 -3.299
C -2.557 2.446 -2.222
C -3.617 2.650 -1.309
C -4.459 3.732 -1.484
C -4.229 4.652 -2.519
C -3.165 4.472 -3.367
C -2.326 3.355 -3.259
H -4.064 -1.746 2.110
H -4.380 -0.159 1.519
H -3.116 -0.411 2.736
H -3.166 -3.614 2.071
H -2.298 -5.908 2.095
H -0.302 -6.450 0.667
H 0.881 -4.802 -0.518
H 2.906 -0.924 -2.016
H 5.319 -1.131 -1.378
H 5.857 -2.032 0.869
H 4.042 -3.075 2.259
H 1.773 -3.158 1.445
H -1.793 -3.153 -2.021
H -2.196 -4.312 -4.075
H -0.293 -4.482 -5.833
H 1.869 -3.345 -5.307
H 2.191 -2.272 -3.207
H -4.372 -3.058 -0.778
H -5.564 -3.012 -3.012
H -5.363 -0.974 -4.429
H -3.795 0.765 -3.864
H -1.648 -0.818 -4.460
H -0.143 -0.903 -6.282
H 1.942 0.601 -6.278
H 2.304 2.110 -4.368
H 0.737 2.184 -2.445
H -3.731 2.043 -0.448
H -5.261 3.929 -0.753
H -4.856 5.522 -2.681
H -2.936 5.204 -4.146
H -1.451 3.195 -3.879
C 4.768 2.393 1.482
Si 4.244 1.360 2.935
C 3.714 2.495 4.386
C 5.722 0.226 3.473
C 2.751 0.258 2.687
C 2.449 -0.547 3.745
C 1.238 -1.229 3.885
C 0.308 -1.046 2.894
N 0.611 -0.340 1.797
C 1.777 0.304 1.645
S 1.886 1.045 0.074
H 5.553 3.113 1.762
H 3.943 3.006 1.089
H 5.178 1.723 0.737
H 4.608 2.863 4.840
H 3.098 2.006 5.153
H 3.195 3.433 4.086
H 6.557 0.837 3.861
H 6.067 -0.378 2.635
H 5.433 -0.469 4.280
H 3.139 -0.581 4.612
H 1.083 -1.873 4.745
H -0.689 -1.468 2.933
O 0.170 6.300 2.072
S 0.716 5.010 2.325
O 2.135 4.748 2.606
N 0.209 3.954 1.217
C -0.455 2.979 1.688
O -0.940 2.065 0.995
C -0.820 3.063 3.118
C -1.726 2.325 3.884
C -1.880 2.679 5.205
C -1.138 3.722 5.739
C -0.319 4.524 4.954
C -0.212 4.201 3.641
H -2.266 1.505 3.451
H -2.582 2.114 5.809
H -1.258 4.000 6.786
H 0.161 5.400 5.367
```

Values from the calculation:
Spin multiplicity   3
Gap between HOMO and LUMO (spin up / spin down)   7.57 / 7.56 eV
HOMO energy (spin up / spin down)   -7.56 / -7.54 eV
Expectation value of S²   2.03

Results of the Löwdin charge analysis, in e, for atoms 1 through 99:
1 V 0.277
2 C -0.202
3 Si 0.601
4 C -0.292
5 C -0.083
6 C -0.084
7 C -0.077
8 C -0.088
9 C -0.399
10 P 1.084
11 C -0.371
12 C -0.157
13 C -0.068
14 C -0.074
15 C -0.076
16 C -0.115
17 C -0.325
18 C -0.110
19 C -0.064
20 C -0.068
21 C -0.084
22 C -0.095
23 C -0.286
24 C -0.078
25 C -0.084
26 C -0.074
27 C -0.094
28 C -0.370
29 P 1.019
30 C -0.380
31 C -0.090
32 C -0.072
33 C -0.071
34 C -0.074
35 C -0.117
36 C -0.342
37 C -0.083
38 C -0.065
39 C -0.086
40 C -0.085
41 C -0.056
42 H -0.005
43 H 0.039
44 H 0.025
45 H 0.088
46 H 0.110
47 H 0.101
48 H 0.130
49 H 0.093
50 H 0.112
51 H 0.096
52 H 0.113
53 H 0.108
54 H 0.094
55 H 0.118
56 H 0.108
57 H 0.105
58 H 0.077
59 H 0.107
60 H 0.104
61 H 0.104
62 H 0.122
63 H 0.096
64 H 0.107
65 H 0.106
66 H 0.107
67 H 0.108
68 H 0.095
69 H 0.113
70 H 0.104
71 H 0.109
72 H 0.101
73 C -0.190
74 Si 0.563
75 C -0.153
76 C -0.162
77 C -0.231
78 C -0.106
79 C -0.041
80 C -0.115
81 N -0.099
82 C -0.648
83 S 0.735
84 H 0.044
85 H 0.018
86 H 0.018
87 H 0.009
88 H 0.030
89 H 0.015
90 H 0.032
91 H 0.001
92 H 0.021
93 H 0.113
94 H 0.110
95 H 0.103
96 O -0.278
97 S 0.668
98 O -0.325
99 N 0.007

=====

Taking the records one at a time from the top gives relative energy (zero: lowest compared OMol25 entry of this formula, charge and spin) values of 19.67; 0.00 kcal/mol.
Taking the records one at a time from the top gives electronic energy values of -136877.6352; -145503.7461 eV.